[1]
ORCA calculation (the ωB97M-V functional and the def2-TZVPD basis) on a 2-piece molecular cluster, C13H21F7IN3O3 overall in a non-equilibrium geometry.

LUMO in eV: -2.69
Spin multiplicity: 1

Geometry (Å):
1 C 4.87037 0.09286 0.84058
2 O 3.96516 -0.75566 0.05383
3 C 2.54839 -0.43857 0.27835
4 N 1.94821 -0.16604 -1.11755
5 C 0.43812 -0.14216 -1.20372
6 N -0.36524 -1.25536 -1.21945
7 C 0.09869 -2.69957 -1.15339
8 C -1.22164 -3.62417 -0.72586
9 C -0.80026 -5.14685 -0.26321
10 C -0.18932 -5.17711 1.27308
11 O 1.25579 -4.82948 1.34158
12 N -0.16685 1.25671 -1.31982
13 C -0.75279 1.86130 -0.06329
14 F 0.12987 1.79958 1.12488
15 F -0.98029 3.32279 -0.35893
16 C -2.21047 1.23707 0.38568
17 F -1.93317 0.13240 1.36934
18 F -3.05672 0.78361 -0.75138
19 C -3.15469 2.33015 1.22873
20 F -3.87261 3.20500 0.23980
21 F -4.24565 1.51167 1.87895
22 F -2.38953 3.10215 2.23858
23 C 0.94045 2.00772 -2.02553
24 C 2.32607 1.25143 -1.49826
25 I 4.08640 1.32642 -2.86219
26 H 4.36487 0.70873 1.69681
27 H 5.63268 -0.64944 1.38200
28 H 5.54441 0.74149 0.11346
29 H 2.34226 0.52451 0.90890
30 H 2.05678 -1.35342 0.81732
31 H -1.41792 -1.11099 -1.28483
32 H 0.87716 -2.81994 -0.28312
33 H 0.56565 -3.06011 -2.19120
34 H -2.05987 -3.59378 -1.56326
35 H -1.69710 -3.06441 0.21339
36 H -0.07787 -5.61874 -1.05699
37 H -1.80487 -5.77138 -0.22555
38 H -0.33304 -6.29592 1.64947
39 H -0.81891 -4.51538 2.03308
40 H 1.35161 -4.07632 2.02583
41 H 0.94699 3.17815 -2.04348
42 H 0.80828 1.64902 -3.14645
43 H 2.67892 1.99527 -0.66418
44 C -3.23114 6.46065 0.76875
45 O -2.72944 7.54021 0.18795
46 H -2.81676 6.17628 1.75098
47 H -4.31075 6.46431 0.99592
48 H -3.14015 5.50530 0.22441

These are the natural (NBO) partial charges, in e, on atoms 1 to 8:
1 C -0.30
2 O -0.55
3 C 0.10
4 N -0.49
5 C 0.65
6 N -0.54
7 C -0.25
8 C -0.42

***

[2]
ORCA calculation (the ωB97M-V functional and the def2-TZVPD basis) on C13H21IN7OS2 as an isolated structure.

LUMO in eV: -2.89
Charge: +1
Spin multiplicity: 1

Geometry (Å):
1 N 4.85827 1.42579 3.62360
2 C 4.33549 1.30426 2.27073
3 N 5.28826 0.52979 1.44041
4 N 4.21002 2.68054 1.76214
5 C 2.95036 0.61613 2.24833
6 C 1.80484 1.58269 2.12393
7 C 1.65523 2.60464 3.11391
8 C 0.67333 3.54903 3.06784
9 I 0.58459 5.02552 4.53681
10 C -0.26243 3.49218 2.00053
11 N -1.30708 4.29497 1.78601
12 S -2.03586 3.77266 0.46637
13 N -1.10370 2.50473 0.08013
14 C -0.15509 2.48143 1.01754
15 C 0.90588 1.53694 1.09547
16 N 0.99769 0.52577 0.05200
17 C 0.54942 -0.54988 0.29355
18 S -0.04959 -1.94379 0.70659
19 H 4.28120 0.93891 4.29322
20 H 5.76930 0.98956 3.69393
21 H 6.20698 0.89366 1.68101
22 H 5.16979 0.82873 0.47926
23 H 3.89390 2.69245 0.79969
24 H 5.10157 3.14846 1.84061
25 H 2.80729 0.00431 3.13606
26 H 2.97431 -0.08040 1.41927
27 H 2.35778 2.63730 3.93145
28 C -3.72054 -1.29074 -3.83711
29 C -2.62872 -1.95874 -3.01367
30 C -2.58534 -3.48214 -3.12436
31 O -3.65208 -4.06437 -2.40485
32 C -4.83879 -4.34592 -3.15764
33 N -2.87458 -1.66470 -1.55988
34 H -4.71344 -1.46003 -3.41881
35 H -3.56573 -0.21141 -3.88000
36 H -3.70984 -1.66578 -4.85802
37 H -1.66046 -1.52990 -3.27076
38 H -1.66764 -3.84103 -2.64926
39 H -2.55893 -3.80680 -4.16520
40 H -4.61674 -4.51107 -4.21215
41 H -5.56019 -3.53322 -3.05593
42 H -5.28394 -5.24739 -2.74406
43 H -3.11754 -0.69054 -1.38017
44 H -2.06346 -1.91078 -0.98013
45 H -3.64381 -2.27184 -1.24835

These are the natural (NBO) partial charges, in e, on atoms 1 to 8:
1 N -0.84
2 C 0.41
3 N -0.84
4 N -0.85
5 C -0.46
6 C 0.01
7 C -0.18
8 C -0.15

***

[3]
ORCA calculation (the ωB97M-V functional and the def2-TZVPD basis) on C13H21N2O4 as an isolated structure in a non-equilibrium geometry.

LUMO in eV: -4.16
Charge: +1
Spin multiplicity: 1

Geometry (Å):
1 C 2.91418 0.19641 -2.77778
2 H 2.92672 -0.87876 -3.09871
3 H 2.06871 0.78317 -3.05422
4 H 3.67952 0.60840 -3.53502
5 O 3.21065 0.21405 -1.65235
6 C 4.36544 -0.28428 -1.05864
7 C 4.55011 -0.06607 0.54656
8 C 3.55501 -0.60335 1.11102
9 N 2.18242 -0.06564 0.81368
10 C 1.91353 1.15423 1.52274
11 H 2.17807 1.43641 2.57927
12 H 2.22244 2.10582 0.85544
13 C 0.37544 1.15344 1.41332
14 H 0.07998 2.44843 1.81686
15 O -0.09510 0.97213 0.09081
16 C -1.50759 0.72069 0.21006
17 C -2.27902 1.64239 -0.08640
18 C -3.69418 1.51634 -0.28990
19 C -4.06846 0.38123 -0.47010
20 C -3.32963 -0.73249 -0.07374
21 C -1.99622 -0.55791 -0.02401
22 N -1.23824 -1.60262 0.43820
23 O -1.48305 -2.64642 -0.09666
24 O -0.13982 -1.49393 1.08801
25 H -3.65334 -1.63063 -0.45081
26 C -5.53920 0.06294 -0.67632
27 H -5.91912 0.36255 -1.58093
28 H -5.80257 -0.85741 -0.79414
29 H -6.29880 0.40906 0.26135
30 H -4.28451 2.36748 -0.46596
31 H -1.91492 2.92200 -0.19371
32 H -0.11957 0.62535 2.13537
33 H 1.51144 -0.73216 1.13407
34 H 2.21619 -0.07002 -0.15531
35 H 3.74676 -0.54671 2.30024
36 H 3.61680 -1.49353 1.06350
37 H 5.64789 -0.31414 0.48610
38 H 4.63229 1.15612 0.82691
39 H 5.22029 0.28758 -1.67618
40 H 4.28252 -1.14843 -1.22029

These are the natural (NBO) partial charges, in e, on atoms 1 to 8:
1 C -0.19
2 H 0.12
3 H 0.20
4 H 0.13
5 O -0.55
6 C -0.01
7 C -0.44
8 C -0.23

***

[4]
ORCA calculation (the ωB97M-V functional and the def2-TZVPD basis) on a 3-piece molecular cluster, C13H21NO11PS2 overall in a non-equilibrium geometry.

LUMO in eV: 1.50
Charge: -1
Spin multiplicity: 1

Geometry (Å):
1 O 4.72595 -1.30406 -5.40012
2 C 5.37594 -0.50915 -4.68846
3 O 6.53246 -0.10189 -4.83572
4 C 4.51090 -0.02923 -3.44291
5 C 3.27632 0.68064 -4.08057
6 C 1.98884 0.52289 -3.28330
7 C 0.93735 1.53768 -3.61049
8 O 1.72209 1.50541 -2.34123
9 N 4.19101 -1.23740 -2.67948
10 S 4.06145 -1.10185 -0.99042
11 P 5.50239 1.23453 -2.51564
12 O 4.52159 2.00873 -1.47006
13 O 5.85015 2.38017 -3.61930
14 S 7.14479 0.66983 -1.69219
15 H 3.40689 1.76318 -4.04409
16 H 3.05179 0.29204 -5.06918
17 H 1.64659 -0.48824 -3.06934
18 H 1.26282 2.51925 -3.92561
19 H -0.08849 1.33174 -3.33703
20 H 3.41341 -1.73496 -3.08649
21 H 3.14667 -0.12327 -0.78061
22 H 4.10572 2.77842 -1.87364
23 H 5.12410 3.01267 -3.68755
24 C -2.10816 2.08507 0.44388
25 C -2.20962 0.60383 0.18198
26 C -1.81586 -0.26722 1.35584
27 O -1.33300 -1.45352 0.70003
28 C -0.89397 -1.08977 -0.52930
29 O -0.28488 -1.77878 -1.27771
30 O -1.25897 0.18545 -0.80936
31 H -2.74203 2.36942 1.28400
32 H -1.07703 2.36431 0.66139
33 H -2.41635 2.65160 -0.43529
34 H -3.21068 0.35216 -0.18262
35 H -2.64554 -0.50400 1.99947
36 H -1.00742 0.16039 1.94922
37 C -6.42507 -1.83054 5.65547
38 C -5.12616 -1.84434 4.89048
39 C -3.91979 -2.27696 5.69324
40 O -2.85597 -1.57108 5.04376
41 C -3.38477 -0.46457 4.47458
42 O -2.74659 0.42418 4.01258
43 O -4.73949 -0.51402 4.49642
44 H -6.64735 -2.82048 6.05359
45 H -6.37869 -1.11601 6.47797
46 H -7.24664 -1.52394 5.00892
47 H -5.22711 -2.44523 3.98283
48 H -3.74288 -3.34874 5.65597
49 H -3.96673 -1.95432 6.73608

These are the natural (NBO) partial charges, in e, on atoms 1 to 8:
1 O -0.79
2 C 0.77
3 O -0.72
4 C -0.38
5 C -0.43
6 C 0.07
7 C -0.16
8 O -0.53

***

| no. | energy (eV) |
| --- | --- |
| 1 | -51542.592 |
| 2 | -56063.987 |
| 3 | -24968.292 |
| 4 | -68795.250 |